Record 1
Entry from the OMol25 dataset: a molecular structure, C31H34Li2O15S at a distorted geometry (wB97M-V/def2-TZVPD).

The geometry in XYZ format:
```
83
C31H34Li2O15S | the OMol25 dataset | wB97M-V/def2-TZVPD
Li 11.648 40.578 13.474
Li 7.766 36.261 12.012
S 9.629 38.689 11.619
O 10.339 39.434 12.728
O 9.211 37.427 12.316
O 8.493 39.386 11.165
O 10.573 38.481 10.564
C 5.150 38.345 12.157
O 6.444 37.914 11.781
H 4.872 37.530 12.817
H 4.576 38.217 11.138
H 5.315 39.282 12.621
H 6.929 38.683 11.400
C 12.907 42.112 8.347
C 12.578 41.102 9.276
C 13.404 39.969 9.432
C 14.568 39.841 8.673
C 14.981 40.877 7.759
C 14.126 41.982 7.582
O 14.493 43.012 6.781
O 12.965 38.881 10.157
H 12.307 42.893 8.134
H 11.688 41.340 9.875
H 15.132 38.900 8.770
H 15.929 40.739 7.383
H 13.749 43.504 6.395
H 11.961 38.676 10.359
C 9.815 39.535 7.246
C 9.391 40.310 6.152
C 9.046 39.594 5.007
C 9.048 38.200 5.010
C 9.361 37.485 6.094
C 9.838 38.113 7.208
O 10.128 37.330 8.300
O 8.716 40.279 3.868
H 10.013 39.969 8.172
H 9.572 41.337 6.119
H 8.717 37.660 4.082
H 9.228 36.356 6.126
H 10.310 37.714 9.075
H 9.186 40.945 3.614
C 9.011 41.403 17.944
C 9.069 41.678 16.607
C 9.036 40.644 15.606
C 9.000 39.329 16.129
C 9.089 38.931 17.469
C 9.044 40.018 18.391
O 9.090 39.908 19.716
O 8.822 40.711 14.318
H 8.872 42.351 18.613
H 8.934 42.842 16.363
H 8.722 38.374 15.541
H 8.983 37.874 17.868
H 8.930 40.484 20.379
H 9.493 40.168 13.922
C 4.502 42.769 8.756
C 5.325 42.506 9.896
C 6.214 41.523 9.944
C 6.486 40.723 8.779
C 5.804 41.038 7.639
C 4.881 42.024 7.627
O 4.171 42.246 6.378
O 7.100 41.348 11.002
H 3.911 43.612 8.824
H 5.254 43.229 10.773
H 7.003 39.956 8.764
H 6.087 40.346 6.737
H 4.551 41.854 5.554
H 7.552 40.607 11.055
C 11.568 35.061 16.901
C 10.350 35.322 16.162
C 10.431 35.964 15.010
C 11.640 36.395 14.448
C 12.826 36.328 15.160
C 12.769 35.659 16.453
O 13.975 35.603 17.188
O 9.247 36.068 14.362
H 11.547 34.598 17.953
H 9.499 35.056 16.675
H 11.519 37.025 13.636
H 13.656 36.914 14.916
H 14.303 34.794 17.006
H 9.343 36.565 13.392
```

## Properties
2S+1 ... 1


Record 2
Entry from the OMol25 dataset: a molecular structure, C31H34LuN9O4S (wB97M-V/def2-TZVPD).

The geometry in XYZ format:
```
80
C31H34LuN9O4S | the OMol25 dataset | wB97M-V/def2-TZVPD
Lu 0.119 0.079 0.039
N -1.661 -1.816 7.863
C -1.569 -1.001 6.749
C -2.689 -0.308 6.284
C -2.594 0.530 5.191
C -1.373 0.699 4.550
C -0.247 0.031 5.019
C -0.343 -0.813 6.107
S -1.255 1.730 3.138
O -2.380 2.617 3.136
O 0.076 2.310 3.137
N -1.256 0.757 1.841
C -2.432 0.137 1.479
N -3.525 0.087 2.238
C -4.588 -0.478 1.679
C -4.599 -1.001 0.394
C -3.391 -0.975 -0.279
N -2.317 -0.435 0.268
H -2.578 -2.142 8.116
H -0.934 -2.498 7.994
H -3.640 -0.428 6.789
H -3.461 1.060 4.825
H 0.711 0.180 4.541
H 0.538 -1.326 6.474
H -5.481 -0.519 2.294
H -5.486 -1.430 -0.047
H -3.269 -1.406 -1.267
O -1.536 0.878 -3.798
C -0.990 0.349 -2.851
O -0.534 0.943 -1.792
C -0.817 -1.157 -2.841
C -1.013 -1.894 -3.998
C -0.888 -3.269 -3.927
C -0.605 -3.859 -2.704
C -0.435 -3.048 -1.594
N -0.526 -1.719 -1.665
H -1.256 -1.368 -4.909
H -1.022 -3.881 -4.811
H -0.517 -4.931 -2.601
H -0.229 -3.464 -0.616
N 0.823 2.529 0.077
C 2.201 3.041 0.067
C 2.960 2.714 1.342
C 3.194 1.231 1.582
N 1.931 0.519 1.810
H 0.310 2.881 -0.728
H 0.340 2.865 0.912
H 2.207 4.125 -0.088
H 2.719 2.594 -0.788
H 2.439 3.147 2.203
H 3.931 3.210 1.286
H 3.873 1.109 2.433
H 3.692 0.792 0.713
H 1.367 1.052 2.477
H 2.095 -0.398 2.214
C 3.202 -0.261 -1.865
N 2.254 -0.759 -0.872
C 2.523 -1.909 -0.359
C 1.717 -2.546 0.635
C 1.887 -3.802 1.221
C 0.805 -3.968 2.094
C 0.041 -2.798 1.995
N 0.585 -1.937 1.119
C 2.631 -0.260 -3.260
C 1.980 0.851 -3.782
C 1.466 0.826 -5.070
C 1.606 -0.314 -5.849
C 2.257 -1.429 -5.338
C 2.766 -1.398 -4.049
H 4.096 -0.897 -1.862
H 3.525 0.745 -1.584
H 3.411 -2.457 -0.689
H 2.692 -4.493 1.026
H 0.598 -4.813 2.729
H -0.865 -2.544 2.526
H 1.862 1.738 -3.171
H 0.938 1.686 -5.455
H 1.202 -0.333 -6.854
H 2.372 -2.318 -5.944
H 3.278 -2.266 -3.648
```

## Properties
2S+1 ... 1


Record 3
Entry from the OMol25 dataset: a single C31H34N4O5 molecule (wB97M-V/def2-TZVPD).

The geometry in XYZ format:
```
74
C31H34N4O5 | the OMol25 dataset | wB97M-V/def2-TZVPD
C -0.867 -1.042 2.231
H -0.154 -0.350 2.678
O -0.109 -1.873 1.386
C -0.749 -2.844 0.680
C -2.116 -3.077 0.710
C -2.662 -4.146 0.018
C -1.853 -5.004 -0.702
C -0.489 -4.771 -0.757
C 0.070 -3.692 -0.092
N 1.452 -3.469 -0.126
C 2.001 -2.237 -0.320
N 1.227 -1.333 -0.884
C 1.683 -0.090 -1.037
C 2.919 0.337 -0.617
C 3.809 -0.625 -0.074
C 5.120 -0.295 0.321
C 5.950 -1.251 0.837
C 5.501 -2.569 0.989
C 4.230 -2.917 0.615
C 3.353 -1.961 0.072
H 3.903 -3.939 0.746
H 6.165 -3.313 1.405
H 6.957 -0.996 1.132
H 5.455 0.723 0.191
C 3.301 1.759 -0.875
O 3.896 2.088 -1.886
N 2.909 2.665 0.061
C 2.125 2.354 1.231
H 2.314 1.326 1.544
C 0.634 2.539 0.942
N 0.357 3.840 0.349
C 1.220 4.139 -0.782
C 2.687 4.031 -0.364
H 3.343 4.243 -1.209
H 2.907 4.709 0.463
H 0.999 5.156 -1.116
H 1.074 3.448 -1.628
C -1.071 4.009 0.066
C -1.717 2.771 -0.515
C -1.398 2.330 -1.787
C -1.750 1.066 -2.225
C -2.478 0.225 -1.399
C -2.948 0.707 -0.163
C -2.541 1.965 0.294
O -2.832 2.486 1.524
C -3.968 2.064 2.245
H -4.081 2.797 3.045
H -3.833 1.071 2.677
H -4.867 2.072 1.623
O -3.717 -0.106 0.656
C -4.925 -0.589 0.101
H -5.542 0.235 -0.272
H -4.740 -1.297 -0.708
H -5.445 -1.089 0.917
O -2.775 -1.070 -1.706
C -1.954 -1.718 -2.654
H -0.896 -1.587 -2.406
H -2.211 -2.774 -2.586
H -2.152 -1.362 -3.670
H -1.430 0.732 -3.198
H -0.839 2.974 -2.448
H -1.560 4.251 1.012
H -1.179 4.857 -0.613
H 0.062 2.475 1.872
H 0.316 1.711 0.290
H 2.441 3.034 2.028
H 0.995 0.582 -1.536
H 2.058 -4.271 -0.070
H 0.155 -5.428 -1.324
H -2.277 -5.848 -1.226
H -3.729 -4.310 0.055
H -2.765 -2.428 1.274
H -1.618 -0.478 1.676
H -1.355 -1.622 3.023
```

## Properties
2S+1 ... 1
SMILES ... COc1ccccc1Nc1ncc(C(=O)N2CCN(Cc3ccc(OC)c(OC)c3OC)CC2)c2ccccc12


We obtain HOMO level values of -0.28071; -0.28893; -0.27743 Ha for the records listed above, in that order.
We obtain Kohn-Sham gap values of 6.378; 8.348; 7.995 eV for the records listed above, in that order.
We obtain energy relative to the best compared isomer or geometry (same formula, charge and spin) values of 7.3; 0.0; 218.8 kJ/mol for the records listed above, in that order.